C2H3NS | ωB97M-V/def2-TZVPD

Positions of all 7 atoms, in Å:
C -1.076 0.632 0.906
C 1.033 -0.038 -0.507
N -0.092 -0.152 0.309
S -2.555 0.891 0.350
H 1.162 0.677 -1.197
H 1.430 -0.981 -0.619
H 0.098 -1.030 0.758

Cartesian forces (eV/Å) of the 6 atoms listed first:
0.6 -0.5 -1.1
-3.6 -0.8 3.2
1.8 0.4 -0.9
0.4 0.1 0.3
0.2 2.8 -2.1
1.4 -1.6 -0.2

For the energy relative to the best compared isomer or geometry (same formula, charge and spin), the calculation gives 88.7 kcal/mol. The calculation puts the HOMO energy (spin up / spin down) at -7.6858 / -7.4164 eV. The value obtained for the frontier orbital gap (spin up / spin down) is 0.2768 / 0.2617 Ha. Its charge is 0.

C3H10O3S | ωB97M-V/def2-TZVPD

Positions of all 17 atoms, in Å:
O -1.739 -1.618 -0.155
C -1.091 -0.788 0.425
C -0.079 0.133 -0.169
C -0.212 0.356 -1.664
S 0.875 1.674 -2.303
H -1.265 -0.667 1.515
H 0.802 -0.497 0.012
H 0.070 1.022 0.427
H -0.004 -0.559 -2.203
H -1.206 0.722 -1.890
H 1.361 2.148 -1.186
H -4.959 -2.375 1.137
H -4.461 -0.951 1.300
O -4.614 -1.761 1.793
H 5.951 1.672 0.965
H 5.224 0.449 0.617
O 5.345 1.040 1.378

Cartesian forces (eV/Å) of the 6 atoms listed first:
0.3 0.1 -0.5
-1.2 0.2 0.6
0.7 -1.1 -0.3
-0.1 0.7 0.4
0.0 -0.4 -1.1
0.3 0.0 0.0

For the energy relative to the best compared isomer or geometry (same formula, charge and spin), the calculation gives 17.0 kcal/mol. The calculation puts the HOMO energy at -9.3558 eV. The value obtained for the frontier orbital gap is 0.3619 Ha. The SMILES is O=CCCS.O.O. Its charge is 0.